No. 1
{
  "formula": "C26H39BrN4SSiV",
  "method": "ωB97M-V/def2-TZVPD",
  "s_squared": 2.11,
  "total_charge": 3,
  "e_lumo_ev": [-10.7, -10.0],
  "homo_energy_ha": [-0.584, -0.589],
  "spin_multiplicity": 3,
  "species": ["C", "H", "V", "H", "C", "C", "H", "H", "N", "H", "H", "H", "C", "H", "C", "C", "C", "C", "H", "H", "C", "C", "C", "H", "C", "H", "H", "C", "H", "C", "H", "H", "H", "H", "H", "H", "C", "C", "H", "H", "N", "C", "C", "H", "N", "N", "C", "C", "H", "H", "H", "H", "H", "H", "S", "H", "H", "H", "H", "C", "H", "C", "H", "C", "Br", "C", "H", "H", "C", "C", "H", "H", "Si"],
  "coordinates": [[2.42, 4.61, 1.16], [0.44, 7.49, -2.34], [0.02, -0.02, 0.49], [2.44, 4.40, -1.57], [4.78, -0.23, 0.90], [-0.49, -0.13, 4.65], [3.50, 4.60, 1.08], [-1.12, 5.35, 3.58], [0.24, -0.03, 2.39], [-1.99, 3.51, 1.20], [-0.72, 4.91, -3.86], [6.41, -0.21, 2.29], [-3.01, -0.40, -0.03], [3.28, 7.12, 0.84], [2.48, -0.20, 1.72], [-2.38, 4.51, 1.37], [2.21, 7.05, 0.64], [-0.73, 0.00, 3.30], [-2.73, 5.59, -2.88], [-4.55, -0.01, -1.35], [1.88, 5.64, 0.15], [4.42, -0.20, -0.46], [5.39, -0.17, -1.44], [-4.62, -1.59, -0.55], [-1.25, 5.55, 1.45], [1.97, 7.80, -0.11], [5.10, -0.16, -2.48], [0.82, -0.28, 5.10], [-0.17, 3.80, -2.62], [6.13, -0.20, 1.25], [4.17, -0.34, 2.85], [-1.03, 7.38, -3.29], [-5.03, -0.12, 0.36], [2.05, 3.61, 0.96], [-1.11, 7.72, 1.71], [3.69, 5.50, -1.01], [-0.16, 4.84, -2.93], [-4.37, -0.53, -0.40], [-2.88, 6.11, -1.22], [1.04, -0.36, 6.15], [3.80, -0.28, 1.90], [6.74, -0.15, -1.08], [1.84, -0.29, 4.17], [-2.51, 4.41, -1.60], [-1.91, -0.28, 0.29], [1.89, -0.11, 0.53], [-1.87, 6.96, 1.55], [-0.45, 5.27, 2.73], [-1.74, 0.16, 2.93], [2.87, -0.40, 4.48], [1.70, 7.31, 1.56], [7.49, -0.14, -1.84], [8.14, -0.12, 0.55], [-3.10, 4.75, 0.60], [2.72, -0.16, -0.93], [-2.90, 4.51, 2.32], [2.35, 6.14, -1.92], [0.85, 5.14, -3.15], [-1.12, 7.90, -1.62], [1.53, -0.17, 2.81], [2.17, 4.88, 2.18], [-0.62, 7.22, -2.29], [0.34, 6.01, 2.88], [-0.83, 5.75, -1.90], [0.02, 2.13, -0.34], [2.62, 5.40, -1.18], [-2.55, 6.98, 2.39], [-1.31, -0.12, 5.35], [7.10, -0.15, 0.27], [-2.33, 5.44, -1.88], [-0.02, 4.27, 2.72], [-2.44, 7.22, 0.66], [-0.06, 5.51, -0.11]],
  "lowdin_charge": [-0.1044, 0.0780, 0.6236, 0.0775, -0.2183, 0.0286, 0.0951, 0.0992, -0.0436, 0.0199, 0.1028, 0.1293, -0.1083, 0.1066, -0.2593, -0.1005, -0.0609, -0.0531, 0.1033, 0.1275, -0.6132, -0.4106, -0.0604, 0.1297, -0.6148, 0.0889, 0.1246, 0.0363, 0.0230, 0.0179, 0.1693, 0.1095, 0.1270, 0.0145, 0.0904, 0.1002, -0.0946, 0.0184, 0.0746, 0.1430, 0.2009, -0.0142, 0.0595, 0.0752, 0.0610, -0.4889, -0.0604, -0.0943, 0.1278, 0.1317, 0.0755, 0.1302, 0.1292, 0.0695, 1.0518, 0.0967, 0.0762, 0.0693, 0.0879, -0.1503, 0.0690, -0.0606, 0.0743, -0.6182, 0.4300, -0.0895, 0.1064, 0.1372, -0.0205, -0.0891, 0.0713, 0.0750, 1.1635]
}


No. 2
{
  "formula": "C4H2LaO5",
  "method": "ωB97M-V/def2-TZVPD",
  "e_above_lowest_kcal_mol": 0.0,
  "s_squared": 0.75,
  "total_charge": 2,
  "e_lumo_ev": [-9.1, -9.0],
  "homo_energy_ha": [-0.568, -0.578],
  "spin_multiplicity": 2,
  "species": ["C", "C", "H", "O", "H", "La", "C", "O", "O", "C", "O", "O"],
  "coordinates": [[1.47, -2.11, 3.04], [-0.79, -0.36, 1.87], [1.90, -0.08, 3.45], [0.45, 1.88, -1.59], [-1.25, -0.40, 2.87], [-1.65, -0.06, -1.89], [1.35, 2.53, -1.92], [-1.44, -0.19, 0.85], [1.60, -3.24, 3.28], [1.20, -0.81, 3.05], [2.25, 3.18, -2.24], [0.51, -0.52, 1.81]],
  "lowdin_charge": [-0.0930, -0.2905, 0.1410, 0.0445, 0.1850, 1.9133, -0.3537, -0.1112, 0.2750, -0.0404, 0.3234, 0.0067]
}


No. 3
{
  "formula": "C10H14Br2ClNNiO8P2",
  "method": "ωB97M-V/def2-TZVPD",
  "total_charge": 0,
  "e_lumo_ev": [-0.3, -0.3],
  "homo_energy_ha": [-0.328, -0.328],
  "species": ["Br", "C", "H", "Br", "C", "C", "H", "C", "C", "N", "H", "Cl", "C", "Ni", "P", "H", "H", "O", "O", "O", "O", "O", "H", "H", "P", "O", "H", "C", "C", "C", "H", "H", "O", "O", "H", "C", "H", "H", "H"],
  "coordinates": [[-1.47, -2.76, 1.40], [0.35, -0.81, -3.18], [-1.24, -0.65, -4.55], [1.52, -2.40, 2.45], [0.40, -3.28, 1.19], [1.55, -1.11, -4.04], [0.69, -2.99, 0.18], [-0.26, 1.91, 2.84], [-0.36, 3.17, 5.30], [-0.70, -0.02, -3.94], [-1.96, 1.83, 5.78], [-0.42, 3.96, 6.85], [-0.18, 1.24, 1.50], [-1.26, -0.75, -0.12], [-0.54, -2.36, -2.60], [1.34, 3.25, 2.39], [1.29, -1.70, -4.92], [-0.83, 0.62, -1.38], [0.68, 1.59, 0.70], [-1.58, -1.90, -1.60], [1.12, -0.93, -0.65], [1.58, 1.30, -1.96], [1.63, 1.86, -1.17], [1.25, 4.39, 4.60], [0.62, 0.09, -1.60], [-1.41, -2.64, -3.96], [0.43, -4.34, 1.36], [-1.19, 1.51, 3.80], [-1.24, 2.13, 5.04], [0.57, 3.58, 4.37], [2.25, -1.69, -3.44], [2.05, -0.19, -4.36], [-1.08, 0.32, 1.33], [0.38, -3.48, -2.35], [-1.87, 0.70, 3.57], [0.62, 2.95, 3.14], [-1.15, -3.51, -4.30], [-0.29, 0.73, -4.48], [-1.30, 0.38, -3.19]],
  "lowdin_charge": [0.8140, -0.4880, 0.1403, 0.6420, -0.9708, -0.0657, -0.0347, -0.1223, -0.6690, 0.1775, 0.1043, 0.6573, -0.5273, 0.3692, 0.3581, 0.1177, 0.0868, -0.3253, 0.0154, -0.3609, -0.2823, -0.0989, 0.0793, 0.1040, 0.3541, -0.1494, 0.0060, -0.0093, -0.0982, -0.0987, 0.0961, 0.0848, -0.1348, -0.2621, 0.1167, -0.0107, 0.0833, 0.1662, 0.1355]
}


No. 4
{
  "formula": "C16H23BO2",
  "method": "ωB97M-V/def2-TZVPD",
  "total_charge": 0,
  "e_lumo_ev": 0.8,
  "homo_energy_ha": -0.344,
  "species": ["H", "B", "H", "C", "C", "H", "C", "C", "C", "C", "C", "H", "H", "C", "H", "H", "C", "H", "H", "H", "H", "H", "C", "C", "C", "H", "O", "H", "H", "H", "H", "H", "H", "O", "C", "C", "H", "C", "H", "H", "H", "C"],
  "coordinates": [[2.21, 0.51, 3.24], [-0.32, 0.65, -1.89], [-4.07, 1.30, -5.11], [2.28, -0.41, 3.82], [-5.90, 1.44, -3.99], [3.99, 3.04, -0.98], [1.27, -2.41, 4.68], [-4.59, 1.02, -4.20], [-3.96, 0.24, -3.25], [2.23, -0.35, 0.09], [3.48, -0.75, 4.42], [-7.59, 1.40, -2.67], [4.28, 1.02, -2.05], [2.47, -2.76, 5.28], [-4.12, -0.73, -1.34], [-6.45, 0.01, -0.97], [-4.62, -0.12, -2.09], [4.51, -2.20, 5.63], [0.34, 0.61, -2.90], [-2.94, -0.09, -3.41], [2.25, 2.93, -1.27], [2.54, -3.67, 5.86], [3.57, -1.93, 5.16], [-5.93, 0.29, -1.88], [3.11, 2.40, -0.85], [2.54, 0.83, -2.24], [-0.02, -0.14, -0.85], [2.95, 2.29, 0.22], [-1.27, 1.36, -1.79], [2.52, -1.04, 0.88], [0.24, -0.97, 3.47], [-6.40, 2.05, -4.74], [0.41, -3.06, 4.78], [3.43, -0.04, -0.58], [3.33, 1.04, -1.51], [-6.57, 1.07, -2.83], [0.83, -1.92, -0.38], [1.15, -0.97, -0.79], [1.54, -1.14, -1.80], [1.80, 0.53, 0.58], [4.34, -0.11, 4.32], [1.17, -1.24, 3.94]],
  "lowdin_charge": [0.0958, -0.1825, 0.1003, -0.1090, -0.0986, 0.0708, -0.0969, -0.0939, -0.1006, -0.1896, -0.0929, 0.0991, 0.1191, -0.0974, 0.1018, 0.0994, -0.0929, 0.1001, 0.0521, 0.0903, 0.0732, 0.0998, -0.0960, -0.0971, -0.0550, 0.0854, -0.0442, 0.0705, 0.0413, 0.1203, 0.1016, 0.0992, 0.0998, -0.1455, -0.2485, -0.0992, 0.1263, -0.1493, 0.1237, 0.1162, 0.1013, -0.0983]
}


No. 5
{
  "formula": "C34H26As2O7RuS3",
  "method": "ωB97M-V/def2-TZVPD",
  "e_above_lowest_kcal_mol": 7.5,
  "s_squared": 6.05,
  "total_charge": 0,
  "e_lumo_ev": [-0.1, -2.4],
  "homo_energy_ha": [-0.289, -0.308],
  "spin_multiplicity": 5,
  "species": ["C", "O", "H", "C", "C", "H", "H", "C", "C", "C", "C", "C", "As", "C", "H", "H", "O", "C", "C", "H", "O", "C", "H", "C", "H", "C", "C", "C", "H", "S", "C", "H", "H", "H", "C", "H", "H", "H", "O", "O", "H", "As", "C", "C", "C", "C", "H", "C", "H", "H", "C", "S", "O", "O", "C", "C", "C", "C", "Ru", "H", "C", "H", "S", "C", "C", "C", "H", "C", "H", "H", "H", "H", "C"],
  "coordinates": [[4.92, -2.84, 0.61], [-1.36, -3.55, 0.82], [-2.83, 0.86, 2.07], [0.17, 2.62, -2.41], [-4.71, -1.96, -0.31], [2.85, -2.59, 1.15], [-5.87, -4.16, 2.66], [7.83, -4.35, -1.34], [-5.54, -3.54, 1.83], [1.53, 1.18, 1.76], [-3.04, 3.39, -0.19], [1.11, 5.07, -1.46], [-0.75, 1.65, 0.12], [-2.48, 2.35, 0.55], [1.70, 5.45, -3.49], [0.87, 3.28, -4.33], [-1.93, -2.34, -1.27], [-3.78, -2.63, 0.49], [0.31, 1.85, 1.72], [5.19, -3.32, 1.54], [7.03, -4.62, -2.20], [5.88, -2.64, -0.38], [0.41, 3.43, 4.70], [0.77, 3.53, -3.28], [-3.44, -3.93, 2.14], [-6.06, -2.10, -0.03], [2.35, 1.33, 2.87], [-4.55, 2.09, 1.75], [-7.53, -2.99, 1.25], [-0.42, 1.12, -3.14], [1.95, 2.14, 3.92], [0.43, 4.41, 0.46], [-5.15, 1.58, 2.49], [9.55, -5.23, -2.23], [-3.24, 1.70, 1.52], [-5.77, 0.58, -2.64], [3.95, -1.16, -2.73], [-6.13, 3.43, 1.18], [-4.28, -1.67, -3.32], [-1.70, -1.11, 0.73], [9.08, -5.91, -0.66], [-4.28, -0.91, -1.89], [0.77, -1.01, -1.21], [-5.10, 3.13, 1.01], [0.04, 2.95, -1.06], [9.19, -4.99, -1.23], [-1.06, 3.16, 2.74], [3.61, -2.43, 0.39], [-4.78, 4.59, -0.54], [3.30, 0.82, 2.91], [4.23, -1.63, -1.80], [7.55, -3.13, -0.05], [-2.95, 0.17, -1.64], [-5.64, 0.20, -1.76], [-4.35, 3.78, 0.04], [5.53, -2.04, -1.58], [-0.10, 2.65, 2.77], [0.73, 2.80, 3.88], [-1.04, -0.36, -1.49], [-6.79, -1.59, -0.64], [1.91, -1.39, -1.03], [-2.45, 3.88, -0.96], [-2.06, -2.45, 0.23], [-6.47, -2.89, 1.04], [-4.19, -3.42, 1.55], [0.52, 4.17, -0.59], [1.47, 6.02, -1.08], [1.23, 4.75, -2.80], [9.90, -4.34, -0.71], [2.59, 2.26, 4.79], [1.83, 0.54, 0.94], [6.29, -1.88, -2.34], [3.26, -1.83, -0.82]],
  "lowdin_charge": [-0.0877, -0.2566, 0.1022, -0.6407, -0.2193, 0.1237, 0.1094, -0.7395, -0.0611, -0.0908, -0.0894, -0.0743, 1.3279, -0.3777, 0.1076, 0.1005, -0.4495, -0.2707, -0.3582, 0.1052, 0.0469, -0.5307, 0.1051, -0.1200, 0.1165, -0.0736, -0.0716, -0.0708, 0.1086, 0.6929, -0.0796, 0.1065, 0.1065, 0.0876, -0.1122, 0.0538, 0.1229, 0.1043, -0.4391, -0.4196, 0.0905, 0.9105, -0.2183, -0.0783, -0.3939, -0.0762, 0.1020, -0.0174, 0.1049, 0.1054, -0.0088, 1.0164, -0.6344, -0.2443, -0.0737, -0.0781, -0.0990, -0.0769, 1.0855, 0.1036, -0.0685, 0.1024, 0.4953, -0.0612, -0.0459, -0.0915, 0.1055, -0.0739, 0.0657, 0.1042, 0.0828, 0.1143, -0.2440]
}


No. 6
{
  "formula": "C41H56AsF6N7O4PSSbSn",
  "method": "ωB97M-V/def2-TZVPD",
  "e_above_lowest_kcal_mol": 5.0,
  "s_squared": 0.75,
  "total_charge": 1,
  "e_lumo_ev": [-2.5, -2.7],
  "homo_energy_ha": [-0.362, -0.372],
  "spin_multiplicity": 2,
  "species": ["C", "N", "H", "S", "H", "H", "C", "H", "C", "H", "H", "H", "F", "C", "H", "H", "H", "H", "C", "H", "C", "H", "H", "H", "H", "H", "O", "C", "N", "As", "H", "H", "H", "C", "H", "C", "H", "C", "H", "H", "H", "C", "O", "C", "C", "Sn", "N", "C", "N", "C", "C", "C", "H", "C", "F", "Sb", "H", "H", "H", "O", "H", "C", "H", "H", "N", "C", "C", "C", "C", "H", "N", "C", "C", "H", "H", "H", "C", "C", "C", "F", "H", "H", "H", "F", "C", "H", "C", "C", "N", "C", "H", "C", "H", "C", "C", "H", "C", "H", "H", "H", "F", "H", "H", "C", "H", "C", "H", "H", "C", "C", "C", "H", "O", "H", "P", "H", "F", "H", "H"],
  "coordinates": [[-1.97, 4.35, -2.65], [0.81, 1.15, 2.97], [4.27, -2.81, -0.84], [3.89, -1.06, 1.50], [-5.38, -2.83, -2.12], [-1.11, -1.63, -4.80], [-3.78, 2.01, 0.83], [5.69, 2.35, -3.71], [1.03, 5.35, 2.69], [2.59, -5.57, 0.34], [3.37, -2.71, -2.36], [-3.70, -1.17, 1.56], [0.63, -1.31, 4.32], [-0.74, 4.79, -3.10], [4.66, 2.85, 0.57], [-2.33, -5.50, 1.13], [2.79, 1.54, 1.47], [-2.59, -0.32, -1.36], [-4.26, 3.66, 2.99], [6.14, 3.04, -1.59], [1.08, 0.51, -2.55], [-0.21, -4.54, -1.43], [6.44, -1.99, 1.05], [-4.26, -0.54, 3.14], [-0.86, -2.08, -2.38], [2.52, 2.74, 4.25], [-1.85, 0.37, 3.69], [4.95, -2.00, 2.42], [-3.08, -3.77, 0.25], [1.81, -3.29, -0.44], [3.70, -2.37, 3.95], [-5.90, 1.72, 0.76], [-0.67, 5.37, -4.02], [-2.07, 3.62, -1.47], [1.30, -5.40, -1.77], [5.21, 3.31, -2.08], [1.42, 1.77, -4.26], [-0.50, -0.98, -4.18], [1.07, 6.43, 2.64], [1.57, 0.75, 3.51], [6.82, -2.86, 2.50], [0.12, 0.15, -4.71], [5.31, 3.20, -3.49], [-2.70, 2.65, 1.45], [3.13, 1.89, -2.27], [0.32, -0.65, 0.83], [4.67, -2.40, 3.67], [0.92, 0.90, -3.87], [0.39, -0.51, -2.01], [-4.48, -4.07, 0.52], [0.11, 4.65, 1.93], [1.85, 3.27, 3.59], [-1.05, 1.00, -6.26], [0.40, 4.50, -2.36], [-0.26, -4.96, 3.93], [0.18, -3.16, 4.21], [-4.16, -4.11, -1.92], [3.21, 1.96, -3.35], [0.88, -3.96, -2.70], [-1.65, -2.01, -0.06], [5.24, -3.10, 4.12], [-2.15, -4.42, 1.16], [-3.30, -2.05, 3.05], [3.10, -4.30, 1.48], [6.13, -2.40, 1.92], [-4.32, -3.07, -2.21], [-2.17, -0.32, 2.80], [0.84, -4.42, -1.72], [0.06, 3.26, 1.97], [1.44, -4.88, 1.52], [-3.49, -2.19, -1.40], [0.30, 3.78, -1.18], [-0.36, -1.24, -2.83], [-4.44, 4.29, 3.85], [-4.64, -4.08, 1.60], [0.87, 1.62, -7.46], [0.91, 2.57, 2.84], [-5.08, 2.21, 1.26], [3.49, -3.28, -1.44], [0.44, -3.36, 6.05], [-1.12, -4.22, 0.87], [-2.97, -0.90, -2.97], [-0.08, -0.39, -6.75], [2.01, -3.52, 3.88], [-2.69, -2.62, -0.38], [-5.13, -3.32, 0.09], [-0.07, 0.52, -6.15], [-3.46, -1.06, 2.61], [1.97, 1.05, -0.36], [2.90, 1.66, 0.40], [-4.76, -5.05, 0.13], [3.95, 2.39, -0.11], [5.03, 4.37, -1.87], [4.08, 2.51, -1.48], [-3.32, -0.85, -1.94], [3.78, -4.30, -1.68], [-0.94, 3.33, -0.72], [-0.05, 0.90, 3.47], [-4.28, -0.32, -1.93], [-3.59, 1.35, 0.00], [-0.05, -2.87, 2.31], [-2.14, 3.94, 3.08], [-3.05, 3.30, -1.14], [-2.96, 3.47, 2.55], [2.65, 5.19, 4.10], [1.92, 4.65, 3.50], [-4.03, -2.97, -3.25], [-2.27, -4.08, 2.19], [-5.32, 3.04, 2.35], [2.28, -4.66, 0.86], [2.09, 1.18, -1.68], [-2.87, 4.58, -3.21], [0.96, 1.41, -6.53], [1.20, 3.60, -0.60], [-1.01, 2.31, 0.83], [-0.55, 5.19, 1.26], [-1.65, -2.72, 4.38], [1.37, 4.85, -2.70], [-6.34, 3.20, 2.70]],
  "lowdin_charge": [-0.0746, 0.0049, -0.0219, 0.6164, 0.0964, 0.1257, -0.1397, 0.0995, -0.0684, 0.0319, 0.0204, 0.0597, -0.3556, -0.0790, 0.1312, 0.1051, 0.0548, 0.0696, -0.0604, 0.1326, -0.1967, 0.0073, 0.0895, 0.0981, 0.0904, 0.1197, 0.0815, -0.9271, -0.1203, 0.9981, 0.0656, 0.1079, 0.1070, -0.0800, 0.0286, -0.1992, 0.1174, -0.0051, 0.1089, 0.0770, 0.1086, -0.1631, -0.0452, -0.3699, 0.0471, 1.2649, 0.1125, 0.0560, 0.0700, -0.0481, -0.0943, -0.0278, 0.1353, -0.0724, -0.3348, 1.3683, 0.0863, 0.1188, 0.0139, -0.1858, 0.1166, -0.0362, 0.0722, 0.0088, 0.0926, -0.0440, -0.2682, -0.3063, -0.3258, 0.0049, -0.1234, -0.1140, -0.1504, 0.1107, 0.0959, 0.0992, -0.3236, -0.0756, -0.3192, -0.3332, 0.0572, 0.0767, 0.1303, -0.3533, -0.5075, 0.0815, -0.1994, -0.0244, 0.0106, -0.2182, 0.0968, 0.0035, 0.1373, -0.1616, -0.0470, 0.0306, -0.3433, 0.0351, 0.0981, 0.0781, -0.4797, 0.1008, 0.0868, -0.0692, 0.1106, -0.0637, 0.0928, 0.0704, -0.0720, -0.3011, -0.2167, 0.1070, -0.0471, 0.0902, 1.0710, 0.1192, -0.3359, 0.1091, 0.1085]
}


E in Eh, matching the order above: -5437.9592 -560.7110 -8845.6418 -798.7787 -7598.8132 -6309.2694